[1]
A 7-piece molecular cluster, C25H47F12O20P3 overall at a distorted geometry, computed with ωB97M-V with the def2-TZVPD basis set.

Output
- multiplicity = 2
- E_LUMO (spin up / spin down) (eV) = -2.9 / -10.3
- <S²> = 0.760
- charge = +1
- Kohn-Sham gap (spin up / spin down) (eV) = 9.57 / 2.17

The geometry in XYZ format:
```
107
Properties=species:S:1:pos:R:3:forces:R:3:lowdin_charge:R:1
P -5.48142 3.74516 0.30487 -2.30 1.96 0.56 0.476
P -0.30442 2.65624 3.48547 -1.34 0.44 -1.54 0.373
P -1.80577 -1.95507 -6.40703 -1.18 2.00 3.52 0.578
F 3.72465 -0.83511 -4.13580 0.08 -0.69 -1.28 0.163
F 2.56518 -3.13437 2.22813 0.31 -0.35 2.18 0.113
F 1.39353 -1.74920 -0.07499 -1.30 -0.29 0.30 0.129
F -0.28647 -3.01861 -0.65228 0.00 0.41 0.12 0.162
F 4.02318 -2.98690 3.91871 -0.21 0.04 -0.70 0.174
F 6.93930 1.62524 1.93694 -0.55 -0.49 -0.95 0.162
F 3.95231 -2.18253 -5.90337 1.71 0.49 -2.26 0.258
F 6.56870 0.44771 3.63632 -0.38 -0.95 -0.92 0.134
F 2.04547 -1.83421 -5.08045 -0.69 0.30 -0.15 0.124
F 2.60763 -4.59886 3.92534 -0.19 0.49 -0.67 0.161
F -0.30198 -2.08689 1.32788 0.53 0.21 -1.35 0.161
F 7.52531 -0.47702 1.86096 -1.05 0.65 0.35 0.152
O -6.25611 3.68153 -1.15591 1.71 -0.76 1.55 -0.221
O 4.47232 -3.11461 -2.87050 -1.97 1.63 -2.76 0.009
O -0.99141 -3.30900 -5.93493 0.36 0.43 -1.01 -0.037
O 2.38057 -1.59390 5.24417 0.94 -2.21 -1.84 0.031
O -2.27255 -2.01284 -7.79454 0.65 -0.17 0.21 -0.071
O 0.56417 -2.55367 4.30620 2.16 -0.37 -0.07 0.133
O 0.05912 3.89042 2.57221 0.11 -0.57 0.42 -0.199
O 0.86307 1.97824 3.99695 0.68 -0.57 0.91 -0.198
O -1.88033 -0.60845 -0.34268 -0.34 0.22 -0.38 0.156
O -1.19252 1.74907 2.46441 0.60 0.33 0.48 -0.232
O -0.75682 -0.74412 -5.94575 -2.63 -3.01 0.95 -0.178
O 0.08200 0.16371 -1.16653 0.43 -1.22 0.65 0.025
O -1.40674 3.23504 4.49150 1.29 -1.06 -0.14 -0.192
O 4.83795 -1.29568 1.48169 1.74 4.04 1.32 0.098
O 4.26453 0.91758 1.47119 3.00 -0.17 0.84 0.017
O 3.02596 -4.28897 -4.19663 -0.03 2.25 0.12 0.133
O -6.57320 4.64449 1.13380 1.90 -1.01 -1.06 -0.212
O -4.17684 4.40307 0.27189 0.25 -0.68 -0.29 -0.224
O -5.57372 2.33529 1.09708 0.83 0.95 -1.35 -0.218
O -2.98867 -1.95872 -5.27123 2.62 -0.02 -3.02 -0.171
C 1.77957 -2.47029 4.42276 -2.74 1.56 0.47 -0.332
C 2.18790 2.01988 0.88817 1.19 0.30 -0.03 -0.040
C -1.69203 0.49280 2.91052 0.06 -0.70 0.07 -0.109
C 5.14214 -0.10493 1.73408 -2.66 -2.40 -2.04 -0.245
C 6.56835 0.38572 2.27140 0.31 0.15 1.09 -0.481
C 0.54688 1.55032 -2.98113 -0.28 0.16 -0.50 -0.042
C -0.94246 4.51939 1.80164 -1.29 0.13 -0.96 -0.101
C -2.55051 -1.84786 -3.91724 0.40 0.52 1.11 -0.082
C 4.63089 -4.07905 -1.84196 -0.05 -1.58 1.21 -0.219
C -1.64491 2.47919 5.69227 -1.56 0.26 0.73 -0.099
C 0.04372 -1.90568 0.02725 1.21 -0.46 0.90 -0.478
C 1.41108 -1.54914 7.51318 0.30 -0.50 0.01 -0.045
C 2.93271 0.67044 1.10034 -2.22 0.19 0.21 -0.205
C 1.64843 -0.84383 6.14269 -1.17 1.39 2.58 -0.221
C -4.46958 1.43326 1.02105 0.59 -1.60 0.26 -0.103
C -7.76665 4.02274 1.56439 -0.15 -1.05 0.34 -0.118
C -5.51716 3.20931 -2.30516 -0.08 0.11 -0.12 -0.107
C 2.77177 -3.30171 3.59232 0.31 -0.28 -0.31 -0.481
C 3.52551 -3.21511 -3.89848 1.99 -3.30 2.08 -0.277
C -0.44228 1.27410 -1.86984 0.17 0.90 -0.20 -0.200
C 3.35705 -1.95481 -4.80882 -0.99 -0.36 4.18 -0.583
C 0.06511 -3.80611 -6.76664 0.56 0.53 0.00 0.009
C 3.61663 -3.89771 -0.73386 -0.43 0.26 -0.24 -0.066
C -0.10328 0.13916 -6.79689 0.94 0.34 -1.98 -0.076
C -0.70201 -0.69272 -0.53093 -0.29 0.58 0.11 -0.388
H -0.95545 -0.16563 3.37096 0.56 0.28 -0.06 0.081
H 2.69038 2.56333 0.08800 -0.03 -0.10 -0.38 0.077
H -2.73080 2.38816 5.71785 -0.14 0.55 0.50 0.091
H 2.30416 -1.89703 8.03229 0.43 0.18 -0.42 0.074
H 0.46280 -3.05095 -7.44464 -0.54 -0.04 -0.29 0.111
H 2.60710 -4.16385 -1.04706 -0.14 0.39 -0.53 0.074
H -0.17825 -0.32795 -7.77887 0.24 0.81 -0.40 0.097
H 0.24715 2.46240 -3.49724 -0.13 -0.08 -0.21 0.088
H -7.97061 4.28045 2.60366 -0.23 0.69 -0.27 0.094
H 0.90579 -0.95815 8.27706 -0.09 0.60 -0.46 0.074
H 2.46178 0.10760 1.90627 -0.08 -0.05 0.12 0.123
H -8.55980 4.24080 0.84922 -0.16 0.04 0.37 0.096
H -1.46469 1.06890 -2.18716 0.07 -0.10 -0.23 0.120
H 3.65826 -2.85558 -0.41707 -0.18 -0.24 0.49 0.060
H 0.79443 -2.44524 7.44355 -0.12 -0.01 -0.52 0.073
H -4.42783 3.20798 -2.26695 0.13 0.44 0.87 0.071
H -1.08679 5.55066 2.12372 0.05 -0.17 -0.04 0.103
H 2.80172 0.06563 0.20304 0.66 0.00 -0.07 0.104
H -1.46722 -1.83438 -3.79731 0.14 -0.35 -0.25 0.077
H 0.57453 0.71024 -3.67510 0.00 0.02 -0.16 0.059
H 4.59167 -5.13210 -2.12061 -0.10 0.15 -1.00 0.124
H -2.03877 -0.03713 2.02336 -0.30 0.15 0.20 0.066
H -1.88346 3.96931 1.79487 -0.19 0.18 0.70 0.065
H 2.24840 2.72988 1.71299 0.07 -0.52 0.39 0.068
H -0.29573 -4.71747 -7.24341 -0.09 -0.08 -0.09 0.141
H -4.06957 1.21639 2.01154 -0.52 0.19 0.16 0.073
H 1.13071 1.94893 0.63239 0.08 -0.54 0.04 0.055
H 0.67604 -0.48296 5.80750 0.04 -0.41 -0.68 0.105
H -5.75725 3.91582 -3.09970 -0.30 -0.51 -0.20 0.092
H -2.46933 0.59021 3.66841 -0.34 0.26 -0.25 0.087
H -4.80808 0.49486 0.58185 -0.33 -0.04 0.18 0.092
H -7.58746 2.95028 1.64060 -0.42 -0.11 -0.31 0.071
H -1.39244 1.42482 5.80481 1.10 0.07 -0.87 0.078
H 3.72790 -4.61827 0.07639 0.75 0.33 0.19 0.091
H -2.84321 -0.85377 -3.57932 -0.46 -0.30 0.32 0.101
H 5.64389 -3.94633 -1.46211 -0.07 0.41 -0.13 0.132
H 0.92305 -4.06685 -6.14691 -0.11 -0.36 0.73 0.115
H 1.57003 1.73492 -2.65370 -0.15 -0.17 0.44 0.088
H -5.76725 2.16481 -2.49102 -0.51 0.17 -0.34 0.082
H 2.24882 0.06079 6.23904 -0.01 -0.06 0.37 0.130
H -0.51580 1.14760 -6.76579 -0.54 -0.19 0.02 0.118
H -3.56064 1.64267 0.45707 -0.35 1.20 -0.37 0.075
H -0.73449 4.46368 0.73312 0.81 0.34 0.02 0.086
H 0.94655 0.27984 -6.53968 0.01 -0.50 0.39 0.103
H -0.48531 2.15891 -1.23473 -0.05 -0.19 0.42 0.126
H -2.95820 -2.68302 -3.34767 -0.17 0.34 -0.01 0.116
H -1.24959 3.03533 6.54229 -0.14 -0.08 -0.09 0.098
```
Forces are in eV/Å.



[2]
A 6-piece molecular cluster, C13H27BF13O5 overall, computed with ωB97M-V with the def2-TZVPD basis set.

Output
- multiplicity = 1
- E_LUMO (eV) = 2.1
- charge = -1
- Kohn-Sham gap (eV) = 6.73

The geometry in XYZ format:
```
59
Properties=species:S:1:pos:R:3:forces:R:3:lowdin_charge:R:1
F -0.37403 -0.31382 2.37505 0.03 -0.03 -0.31 0.149
F 2.74044 1.20968 -0.73340 -0.04 -0.09 -0.01 0.133
F -0.60958 -0.28018 -1.96997 -0.02 -0.16 0.08 0.191
F -2.34372 -1.52354 -1.62778 0.33 0.06 -0.04 0.139
F -0.35673 -2.32838 -1.28840 -0.17 0.25 0.05 0.206
F -1.94156 -1.76258 0.90058 0.18 0.26 -0.12 0.154
F 0.32628 1.38515 -0.16630 0.06 -0.23 0.15 0.118
F -2.00157 0.34855 0.33483 0.35 -0.34 -0.09 0.150
F 1.32392 1.31103 1.75935 -0.06 -0.14 -0.38 0.148
F 1.97546 -0.79651 -0.97588 -0.06 0.00 0.03 0.140
F 4.21938 0.78115 1.12073 -0.06 0.15 0.16 0.083
F 2.96209 -0.69709 2.09599 -0.34 -0.06 0.08 0.127
F 0.70073 -1.78583 1.17133 -0.37 0.60 -0.15 0.170
O -0.99532 3.54765 3.88960 -0.08 0.19 0.01 -0.123
O 2.00965 -6.81074 1.37529 -0.24 -0.30 0.14 -0.134
O -5.13940 -2.25961 -1.90165 -0.11 0.05 -0.11 -0.120
O -0.86380 5.06778 0.66449 -0.13 0.01 -0.13 -0.126
O -0.61110 5.52438 -3.64291 -0.18 0.01 -0.12 -0.129
C 0.70171 -6.30245 1.19198 0.19 -0.09 -0.11 -0.183
C -1.79898 6.26583 -3.89300 0.23 0.02 0.07 -0.167
C -1.24297 -0.77193 0.28737 -0.28 -0.48 0.27 -0.326
C 2.31501 0.11824 -0.04701 0.00 0.53 0.00 -0.335
C 3.47151 -0.34823 0.89404 0.69 -0.28 -0.28 -0.441
C -2.37889 3.88038 3.81380 0.17 -0.22 -0.21 -0.156
C -0.96147 4.25104 -0.50307 0.11 -0.02 0.31 -0.148
C -1.09575 -1.23379 -1.18364 -0.23 0.03 -0.29 -0.530
C 0.06068 -0.60173 1.12103 0.03 -0.06 0.59 -0.319
C -5.60415 -1.71428 -3.12697 0.17 -0.02 0.15 -0.167
C 3.70200 -2.82696 0.24022 0.28 -0.24 0.24 -0.269
C 4.35010 -1.43086 0.33611 -0.26 -0.39 -0.01 -0.135
C 1.01099 0.56406 0.67494 0.21 0.21 0.23 -0.308
B 4.05334 -3.86047 1.49717 0.02 -0.19 -0.28 -0.452
H -1.65554 4.72442 -1.19110 0.01 0.08 0.02 0.065
H -4.23970 -1.94803 -1.76829 -0.12 -0.10 0.08 0.035
H 0.10313 6.15186 -3.51326 0.10 -0.02 0.05 0.075
H -0.24601 4.64225 1.26509 0.03 0.06 0.11 0.062
H 2.62557 -2.76970 0.10333 -0.10 0.20 -0.01 0.043
H 3.05950 -4.50148 1.78318 -0.14 0.07 0.19 -0.027
H -0.05238 -7.09649 1.26268 -0.06 0.06 0.00 0.065
H -2.99292 2.98810 3.96563 -0.11 0.08 0.01 0.076
H -0.81440 2.90774 3.19626 0.08 -0.12 0.04 0.057
H -1.33550 3.25786 -0.24419 -0.01 -0.03 -0.13 0.063
H -6.62199 -2.06593 -3.28011 -0.01 -0.02 0.02 0.073
H -5.61147 -0.62050 -3.09629 -0.03 0.00 -0.08 0.075
H 4.75691 -1.09178 -0.61680 -0.09 0.27 -0.14 0.119
H 5.18110 -1.49761 1.03418 0.18 0.11 0.13 0.114
H 4.49442 -3.28294 2.48540 -0.02 0.21 0.05 -0.014
H -2.61578 4.32885 2.84528 -0.08 0.03 0.04 0.068
H -1.70250 6.87439 -4.79664 -0.08 0.01 0.00 0.072
H 2.18670 -7.44554 0.67838 0.07 0.02 -0.08 0.068
H -2.04522 6.91306 -3.04637 -0.07 0.01 -0.03 0.076
H 4.89091 -4.68614 1.11696 0.14 0.05 0.03 -0.017
H 0.60587 -5.79840 0.22466 -0.08 0.05 0.04 0.072
H 0.01015 4.15745 -0.99094 -0.06 -0.07 -0.12 0.079
H -4.98742 -2.04721 -3.96719 -0.05 0.04 -0.05 0.076
H 0.52579 -5.57463 1.97999 0.05 0.04 0.00 0.072
H 4.08021 -3.27604 -0.67830 -0.02 -0.04 -0.18 0.066
H -2.59735 4.59855 4.60015 0.08 0.00 0.04 0.075
H -2.60637 5.55198 -4.03564 0.01 -0.03 0.00 0.077
```
Forces are in eV/Å.



no.,energy (a.u.)
1,-4707.90551
2,-2210.77908